(one)
ORCA calculation (wB97M-V/def2-TZVPD) on one molecule with the formula C2H4N2.

Last column: Löwdin charge in e.
Cartesian coordinates (Å):
C: 0.6589 -0.3786 -0.0326  -0.271
C: -0.5877 0.4607 -0.0770  -0.272
N: 1.7998 0.1740 0.0759  0.068
N: -1.6353 -0.2069 0.1378  0.049
H: 0.4215 -1.4521 -0.1188  0.115
H: -0.6015 1.5684 -0.3277  0.142
H: 2.5592 -0.4293 0.3552  0.050
H: -2.6148 0.2637 -0.0127  0.119

Computed properties:
Orbital gap (spin up / spin down) (eV): 7.371 / 5.638
<S²>: 2.02
Highest occupied orbital energy (spin up / spin down) (eV): -6.16 / -9.06
LUMO (spin up / spin down) (eV): 1.2 / -3.4
2S+1: 3

(two)
ORCA calculation (wB97M-V/def2-TZVPD) on a 2-piece molecular cluster, C2H4N2 overall.

Last column: Löwdin charge in e.
Cartesian coordinates (Å):
C: 1.8145 0.3475 0.1955  -0.052
C: 1.1651 -0.6639 -0.1626  -0.068
N: -1.5775 0.2353 -0.0511  -0.139
N: -1.4219 -0.9211 0.3558  -0.001
H: 2.9212 0.7307 0.5225  0.082
H: -1.1112 0.5379 -0.9392  0.117
H: -2.0711 1.0026 0.3778  0.100
H: 0.2810 -1.2691 -0.2987  -0.039

Computed properties:
Orbital gap (spin up / spin down) (eV): 8.385 / 9.923
<S²>: 2.01
Highest occupied orbital energy (spin up / spin down) (eV): -7.35 / -10.26
LUMO (spin up / spin down) (eV): 1.0 / -0.3
2S+1: 3

Ordering by calculated energy gives the sequence (one), (two), with the first entry being the most stable.

(one)
ORCA calculation (wB97M-V/def2-TZVPD) on an isolated ion of composition C7H15N2S and charge +1.

Last column: Löwdin charge in e.
Cartesian coordinates (Å):
C: -0.4592 -2.0964 -0.4171  -0.653
C: -0.4080 -3.0062 1.7934  -0.041
C: 0.0202 0.5718 -0.0845  -0.558
C: 1.2592 0.2956 0.7154  -0.096
C: 0.8687 2.5998 -1.0939  -0.067
C: -1.4973 2.0674 -1.5691  -0.030
C: -0.1928 1.6036 -0.8613  -0.379
N: -0.2742 -3.0826 0.3455  -0.014
N: -0.0496 -1.9961 -1.6718  0.133
S: -1.2573 -0.6410 0.2188  1.077
H: 0.3900 -2.2065 2.0546  0.115
H: -1.4452 -2.7492 2.0317  0.092
H: 1.1299 -0.6114 1.1550  -0.016
H: 1.5464 1.0687 1.5224  0.124
H: 2.2255 0.5585 0.1061  0.126
H: 0.4478 3.6335 -1.2212  0.096
H: 1.4996 2.3138 -1.9897  0.118
H: 1.6262 2.6758 -0.1990  0.114
H: -1.3096 1.7819 -2.6586  0.116
H: -1.5103 3.1840 -1.6099  0.093
H: -2.3827 1.7150 -1.2186  0.023
H: -0.0782 -3.9616 2.1357  0.090
H: 0.2132 -3.9314 -0.0519  0.205
H: 0.2268 -2.7159 -2.3295  0.128
H: -0.1832 -1.0476 -2.2758  0.202

Computed properties:
Total charge: +1
Orbital gap (eV): 9.258
Highest occupied orbital energy (eV): -12.55
LUMO (eV): -3.3

(two)
ORCA calculation (wB97M-V/def2-TZVPD) on an isolated ion of composition C7H15N2S and charge +1.

Last column: Löwdin charge in e.
Cartesian coordinates (Å):
C: 2.7841 -1.0365 0.4070  0.049
C: 1.9756 0.0000 0.1802  -0.482
C: -1.8029 1.0472 1.0213  -0.260
C: 0.8016 0.2940 0.9416  -0.401
C: -1.8630 0.0642 -0.2063  -0.342
C: -1.0504 -1.1626 0.0191  -0.220
C: 2.3594 0.8991 -0.9894  -0.088
N: -1.3439 0.8698 -1.4274  0.140
N: -1.5770 -2.0711 0.8437  0.084
S: -0.0123 1.8709 0.8088  0.928
H: 3.6990 -1.2934 -0.1067  0.078
H: 2.3958 -1.7493 1.1498  0.076
H: -2.6338 1.7763 0.9108  0.093
H: -1.9341 0.5155 1.9920  0.094
H: 0.5557 -0.1212 1.9298  0.086
H: -2.9100 -0.1817 -0.5686  0.169
H: -0.2421 -1.4381 -0.6497  0.121
H: 2.4479 0.3185 -1.8946  0.066
H: 1.6501 1.8319 -1.0900  0.069
H: 3.4467 1.2473 -0.9015  0.113
H: -2.0354 1.3818 -2.0409  0.194
H: -0.7635 1.5746 -0.8677  -0.006
H: -0.7145 0.2253 -1.9249  0.152
H: -1.9363 -1.7462 1.7465  0.113
H: -1.2964 -3.1162 0.7176  0.175

Computed properties:
Total charge: +1
Orbital gap (spin up / spin down) (eV): 7.662 / 6.812
Highest occupied orbital energy (spin up / spin down) (eV): -10.82 / -10.56
LUMO (spin up / spin down) (eV): -3.2 / -3.7

Ordering by calculated energy gives the sequence (one), (two), with the first entry being the most stable.

(one)
ORCA calculation (wB97M-V/def2-TZVPD) on C4H11InNO as an isolated structure.

Last column: Löwdin charge in e.
Cartesian coordinates (Å):
In: -20.1804 -16.4931 25.0542  0.995
C: -17.6663 -19.1955 18.3432  0.071
C: -18.6236 -18.7789 19.4484  -0.306
C: -19.8720 -19.6008 19.4993  -0.082
O: -20.8372 -18.8212 20.1719  0.088
C: -22.0937 -19.4288 20.1383  0.053
N: -17.9024 -18.9028 20.7029  0.370
H: -16.8063 -18.5496 18.5204  0.124
H: -17.9665 -19.0946 17.3002  0.148
H: -17.3288 -20.2318 18.3584  0.133
H: -18.9216 -17.7466 19.2648  0.191
H: -19.7019 -20.5595 19.9892  0.197
H: -20.2397 -19.7589 18.4854  0.211
H: -22.0689 -20.4906 20.3833  0.145
H: -22.6179 -19.1068 19.2385  0.181
H: -22.7107 -19.0977 20.9737  0.155
H: -17.7226 -19.8916 20.8029  0.163
H: -16.9503 -18.5874 20.5841  0.164

Computed properties:
Total charge: +3
Orbital gap (eV): 3.788
Highest occupied orbital energy (eV): -22.30
LUMO (eV): -18.5

(two)
ORCA calculation (wB97M-V/def2-TZVPD) on C4H11InNO as an isolated structure.

Last column: Löwdin charge in e.
Cartesian coordinates (Å):
In: 0.0123 -0.7986 2.5599  1.917
C: -1.5810 1.0891 -1.2373  0.073
C: -0.8911 0.2524 -0.0531  -0.373
C: 0.6293 0.1519 -0.1220  -0.102
O: 1.1024 -0.9982 0.6527  -0.296
C: 2.3125 -1.5771 0.1363  0.035
N: -1.3481 0.6373 1.2517  0.130
H: -1.2894 2.1335 -1.3479  0.118
H: -2.6536 1.1831 -1.0678  0.111
H: -1.5952 0.6199 -2.2210  0.135
H: -1.2376 -0.7766 -0.1493  0.159
H: 1.1150 1.0745 0.1958  0.169
H: 0.8865 -0.0362 -1.1644  0.177
H: 3.1270 -0.8533 0.1098  0.139
H: 2.1397 -2.0046 -0.8514  0.149
H: 2.7325 -2.3822 0.7391  0.136
H: -1.1034 1.6149 1.3199  0.155
H: -2.3576 0.6702 1.2490  0.165

Computed properties:
Total charge: +3
Orbital gap (eV): 5.293
Highest occupied orbital energy (eV): -24.66
LUMO (eV): -19.4

Ordering by calculated energy gives the sequence (one), (two), with the first entry being the most stable.

(one)
ORCA calculation (wB97M-V/def2-TZVPD) on C19H22N7O5SiTl as an isolated structure.

Last column: Löwdin charge in e.
Cartesian coordinates (Å):
Tl: 0.4998 -1.4825 -0.7295  0.933
C: -2.5309 0.3577 1.7978  -0.005
C: -3.1453 -0.4189 0.6823  -0.369
N: -2.4944 -1.0921 -0.2373  0.109
C: -3.4593 -1.6686 -1.0479  -0.130
C: -4.7104 -1.3139 -0.6005  -0.088
N: -4.4823 -0.5254 0.4889  0.162
C: -6.1423 -1.5652 -1.0028  -0.619
O: -6.3206 -2.2863 -2.0276  -0.031
O: -6.9978 -1.0356 -0.2790  -0.019
C: -3.0737 -2.5145 -2.2155  -0.517
O: -4.0544 -2.9862 -2.9526  0.090
O: -1.9060 -2.7412 -2.4662  -0.021
H: -1.4531 0.3983 1.6567  0.074
H: -2.7313 -0.1045 2.7670  0.072
H: -2.9196 1.3777 1.8189  0.079
H: -5.2433 -0.1308 1.0195  0.158
H: -4.9909 -2.7077 -2.6033  0.053
C: 4.4243 -2.6307 -2.0491  -0.049
C: 4.3021 -1.2167 -1.5344  -0.370
C: 5.4270 -0.5020 -1.1505  -0.092
C: 5.2300 0.8015 -0.6862  -0.109
C: 3.9676 1.3337 -0.6238  -0.041
C: 2.8431 0.5607 -1.0497  -0.488
N: 3.0703 -0.7102 -1.4963  0.035
N: 1.5703 0.9713 -1.0342  -0.137
Si: 0.9679 2.5464 -0.9635  0.334
C: -0.9130 2.4623 -0.8826  -0.172
C: 1.4313 3.5131 -2.5207  -0.193
C: 1.5041 3.6457 0.4792  -0.194
H: 5.0290 -3.2431 -1.3773  0.070
H: 4.9005 -2.6415 -3.0323  0.070
H: 3.4337 -3.0727 -2.1411  0.061
H: 6.4128 -0.9489 -1.1976  0.087
H: 6.0795 1.3892 -0.3527  0.092
H: 3.8015 2.3296 -0.2332  0.075
H: -1.2681 1.4730 -1.1887  0.011
H: -1.3718 3.2076 -1.5409  0.021
H: -1.2729 2.6521 0.1329  0.014
H: 1.0364 3.0095 -3.4089  0.020
H: 2.5210 3.5676 -2.6269  0.015
H: 1.0394 4.5365 -2.5006  0.015
H: 1.4638 3.0842 1.4195  0.032
H: 0.8410 4.5124 0.5722  0.018
H: 2.5262 4.0192 0.3585  0.007
N: -0.9691 -2.5273 2.5588  0.152
C: 0.0597 -1.6451 2.8390  -0.581
O: 0.9332 -1.4338 1.9854  -0.152
C: 0.0415 -1.0378 4.1431  -0.233
C: -1.0662 -1.2255 5.0024  -0.298
N: -1.9793 -1.3729 5.7024  0.085
C: 1.1046 -0.2115 4.5884  -0.259
N: 1.9592 0.4544 4.9934  0.088
H: -1.7708 -2.5361 3.1677  0.074
H: -1.1540 -2.6742 1.5794  0.058

Computed properties:
Total charge: -2
Orbital gap (eV): 7.109
Highest occupied orbital energy (eV): -2.71
LUMO (eV): 4.4

(two)
ORCA calculation (wB97M-V/def2-TZVPD) on C19H22N7O5SiTl as an isolated structure.

Last column: Löwdin charge in e.
Cartesian coordinates (Å):
Tl: -0.9988 -0.2469 -1.3610  0.932
C: -1.4877 3.2093 1.1776  -0.002
C: -2.2944 2.0190 1.5294  -0.367
N: -2.2564 0.8562 0.9354  0.093
C: -3.1870 0.0607 1.5532  -0.136
C: -3.7969 0.7792 2.5678  -0.076
N: -3.2101 2.0104 2.5298  0.164
C: -4.8637 0.5057 3.6089  -0.622
O: -5.3905 -0.6388 3.5804  -0.015
O: -5.1117 1.4301 4.3860  -0.012
C: -3.4468 -1.3152 1.0856  -0.520
O: -4.3424 -2.0056 1.7532  0.079
O: -2.8801 -1.7856 0.1129  -0.051
H: -0.8245 2.9583 0.3569  0.054
H: -0.8997 3.5470 2.0296  0.084
H: -2.1286 4.0277 0.8532  0.087
H: -3.4849 2.7470 3.1611  0.159
H: -4.8077 -1.4520 2.5446  0.058
C: -0.2891 -3.3599 -4.0168  -0.042
C: 0.5312 -3.4962 -2.7620  -0.369
C: 1.3365 -4.6061 -2.5464  -0.093
C: 2.0933 -4.6377 -1.3742  -0.117
C: 2.0728 -3.5692 -0.5193  -0.047
C: 1.2577 -2.4419 -0.8180  -0.481
N: 0.4707 -2.4835 -1.9204  0.044
N: 1.1890 -1.3265 -0.1056  -0.106
Si: 2.3428 -0.5843 0.8781  0.401
C: 1.4765 0.9025 1.7004  -0.169
C: 3.7972 0.0649 -0.2090  -0.180
C: 3.2220 -1.5536 2.3031  -0.199
H: -0.8222 -4.2803 -4.2508  0.068
H: 0.3661 -3.1187 -4.8551  0.075
H: -0.9995 -2.5469 -3.8921  0.059
H: 1.3816 -5.4150 -3.2637  0.085
H: 2.7076 -5.5067 -1.1545  0.091
H: 2.6649 -3.5604 0.3814  0.074
H: 0.6081 1.1580 1.1038  -0.017
H: 2.1173 1.7787 1.7637  0.017
H: 1.1305 0.6711 2.7036  0.021
H: 3.3839 0.4911 -1.1171  0.002
H: 4.4437 -0.7507 -0.5200  0.011
H: 4.4139 0.8187 0.2752  0.013
H: 2.4869 -2.0046 2.9637  0.013
H: 3.8712 -0.9223 2.9069  0.010
H: 3.8360 -2.3582 1.9073  -0.005
N: 2.0166 3.1348 -1.4032  0.157
C: 0.8055 2.7829 -1.9896  -0.566
O: 0.6712 1.6394 -2.4454  -0.156
C: -0.1690 3.8219 -2.0628  -0.265
C: 0.0571 5.0484 -1.4656  -0.306
N: 0.2603 6.0671 -0.9491  0.095
C: -1.4121 3.6211 -2.6514  -0.268
N: -2.4585 3.5047 -3.1285  0.115
H: 2.0155 3.9630 -0.8305  0.070
H: 2.5349 2.3478 -1.0405  0.059

Computed properties:
Total charge: -2
Orbital gap (eV): 7.074
Highest occupied orbital energy (eV): -2.50
LUMO (eV): 4.6

Ordering by calculated energy gives the sequence (one), (two), with the first entry being the most stable.

(one)
ORCA calculation (wB97M-V/def2-TZVPD) on an isolated ion of composition C3H8NS and charge +1.

Last column: Löwdin charge in e.
Cartesian coordinates (Å):
C: 1.5424 0.3928 -0.7797  -0.101
C: 0.7258 -0.4357 0.1211  -0.424
N: -0.7003 0.4657 0.7155  0.052
C: -1.6614 -0.5233 0.1819  -0.398
S: -0.4540 -1.6499 -0.6274  0.930
H: 0.9725 0.7774 -1.6227  0.095
H: 2.3260 -0.2511 -1.1872  0.112
H: 2.0324 1.2058 -0.2466  0.100
H: 1.2120 -0.8022 1.0201  0.111
H: -0.7342 1.3835 0.2688  0.163
H: -0.6895 0.5546 1.7316  0.164
H: -2.2216 -1.0242 0.9708  0.098
H: -2.3502 -0.0934 -0.5461  0.098

Computed properties:
Structure (SMILES): C[C@H]1[NH2+]CS1
Total charge: +1
Orbital gap (eV): 9.739
Highest occupied orbital energy (eV): -13.89
LUMO (eV): -4.2

(two)
ORCA calculation (wB97M-V/def2-TZVPD) on a 2-piece molecular cluster, C3H8NS overall.

Last column: Löwdin charge in e.
Cartesian coordinates (Å):
C: -1.2062 -0.6437 -2.5786  0.056
C: -0.6744 0.4295 -2.8936  -0.011
C: -0.3357 -0.2877 1.2531  -0.415
N: 0.9682 -0.5803 1.9777  0.048
S: -0.1070 1.3765 0.3294  0.893
H: -1.7819 -1.4671 -2.1139  0.074
H: -0.5050 0.7141 -0.9808  -0.034
H: -0.3122 1.2836 -3.3922  0.041
H: -0.9967 0.0027 2.0279  -0.014
H: 0.8142 -1.1753 2.7814  0.162
H: 1.4474 0.2187 2.3330  0.121
H: 1.5004 -0.9245 1.2034  0.128
H: 1.1888 1.0536 0.0533  -0.048

Computed properties:
Total charge: +1
Orbital gap (eV): 8.827
Highest occupied orbital energy (eV): -12.58
LUMO (eV): -3.7

Ordering by calculated energy gives the sequence (one), (two), with the first entry being the most stable.